This record from OMol25 describes a 2-piece molecular cluster, C3H6F2NO3S overall in a non-equilibrium geometry. The level of theory is wB97M-V/def2-TZVPD.

Geometry as XYZ:
```
16
Properties=species:S:1:pos:R:3:forces:R:3
C -1.072214 0.261207 -0.384855 -0.519 -0.053 -1.086
C 0.335926 0.501693 0.013857 -0.639 -0.520 1.753
C 1.157719 -1.614216 1.589292 -1.359 0.530 0.607
N 1.269290 0.272886 -0.814169 -0.602 0.534 -0.249
O 0.117513 -2.957000 -0.563908 1.007 0.793 -2.089
O -1.429653 -2.472786 1.143000 -0.721 1.034 0.811
O 0.103600 -4.299048 1.490095 0.636 0.954 -0.716
F 2.338015 -2.260066 1.475929 1.160 -0.533 0.041
F 0.922801 -1.571295 3.010547 0.113 -0.319 -0.595
S -0.069323 -2.921858 1.030667 -1.060 -1.496 0.310
H -1.490562 1.304597 -0.318369 -0.440 -1.196 -0.203
H -0.915034 -0.051276 -1.414475 -0.784 0.263 -0.631
H -1.674983 -0.575003 0.087689 0.925 1.388 0.197
H 0.236745 0.874783 1.077276 1.703 -0.038 -0.936
H 2.200918 0.453323 -0.482731 0.312 0.140 0.535
H 0.020611 -2.127014 -1.157845 0.269 -1.481 2.250
```
Forces are in eV/Å.

## Properties
Charge: -1
Lowest unoccupied orbital energy: 3.84 eV
Multiplicity: 1
HOMO level: -3.64 eV
Kohn-Sham gap: 0.2749 Ha
Relative energy (zero: lowest compared OMol25 entry of this formula, charge and spin): 1.152 eV

This record from OMol25 describes a 2-piece molecular cluster, C3H6F2S overall in a non-equilibrium geometry. The level of theory is wB97M-V/def2-TZVPD.

Geometry as XYZ:
```
12
Properties=species:S:1:pos:R:3:forces:R:3
C -0.509145 -1.250726 0.237989 -2.837 -3.591 0.597
C -0.887142 1.203335 -0.140654 1.636 1.858 1.286
C 0.025748 0.097486 0.135483 1.704 -1.049 -1.008
F 3.213789 -1.375463 -0.380766 -1.447 0.586 0.263
F 1.651476 1.910602 -0.168961 -0.007 -0.528 0.041
S 1.696432 0.235909 0.014873 -0.117 0.450 0.202
H -1.195419 -1.759031 -0.626997 1.420 2.113 1.681
H 0.188616 -2.050907 0.390156 1.169 -0.040 -0.168
H -1.129277 -1.420058 1.205683 0.566 0.926 -1.503
H -0.491382 2.117325 0.488662 -1.297 -1.516 -1.364
H -0.659724 1.400008 -1.191551 -0.521 0.511 -0.050
H -1.903968 0.891520 0.036080 -0.269 0.281 0.023
```
Forces are in eV/Å.

## Properties
Lowest unoccupied orbital energy (spin up / spin down): -1.59 / -1.59 eV
Multiplicity: 1
HOMO level (spin up / spin down): -9.28 / -9.28 eV
Kohn-Sham gap (spin up / spin down): 0.2825 / 0.2826 Ha
Relative energy (zero: lowest compared OMol25 entry of this formula, charge and spin): 3.902 eV

This record from OMol25 describes one molecule with the formula C3H6F3NO in a non-equilibrium geometry. The level of theory is wB97M-V/def2-TZVPD.

Geometry as XYZ:
```
14
Properties=species:S:1:pos:R:3:forces:R:3
C 0.925103 -0.654537 1.028994 -1.286 3.911 -0.667
C -0.244632 0.099325 0.161043 1.512 -0.770 1.673
N -1.417539 -0.616835 -0.208834 -1.286 -0.575 -0.159
O -0.591850 1.182596 0.988530 -0.642 0.956 -0.772
C 0.456303 0.496927 -1.157976 -0.873 1.358 1.567
F 0.753825 -0.641077 -1.777019 0.103 0.176 -1.141
F 1.555650 1.225049 -0.971306 0.839 -0.416 0.150
F -0.325316 1.335319 -1.866487 -0.331 -0.838 -0.726
H 1.353764 -1.357104 0.404574 0.715 -2.027 -0.697
H 1.683727 0.152145 1.157253 -0.423 -0.617 0.088
H 0.587635 -0.919371 2.011020 -0.346 -0.599 0.182
H -2.146228 -0.702106 0.504299 0.809 0.041 -0.287
H -1.380300 -1.431282 -0.826804 0.368 0.601 0.547
H -1.210143 1.830950 0.552713 0.840 -1.201 0.243
```
Forces are in eV/Å.

## Properties
Lowest unoccupied orbital energy: 0.84 eV
Multiplicity: 1
HOMO level: -9.57 eV
Kohn-Sham gap: 0.3825 Ha
Relative energy (zero: lowest compared OMol25 entry of this formula, charge and spin): 0.212 eV

This record from OMol25 describes one molecule with the formula C3H6FN in a non-equilibrium geometry. The level of theory is wB97M-V/def2-TZVPD.

Geometry as XYZ:
```
11
Properties=species:S:1:pos:R:3:forces:R:3
C 0.479162 0.856988 0.092638 -0.786 2.030 -0.717
C 1.084921 -0.010151 1.110945 0.101 -1.346 -0.399
C -0.754980 0.131305 -0.308574 -0.096 -0.119 1.647
N -0.839497 -0.850412 -1.220973 -0.524 -1.480 -0.583
F -1.768359 0.217576 0.602181 0.058 -0.421 -0.725
H 0.074847 1.840299 0.532791 0.970 -1.337 -0.460
H 1.005598 1.135506 -0.839595 0.349 -0.205 0.470
H 1.271369 -1.113671 0.990443 -0.169 1.441 -0.309
H 0.971033 0.309947 2.118983 -0.184 0.045 0.682
H -0.252072 -0.715014 -2.056663 -0.666 -0.525 0.839
H -1.272022 -1.802373 -1.022176 0.948 1.917 -0.444
```
Forces are in eV/Å.

## Properties
Lowest unoccupied orbital energy (spin up / spin down): 0.80 / 0.58 eV
Multiplicity: 1
HOMO level (spin up / spin down): -7.47 / -6.38 eV
Kohn-Sham gap (spin up / spin down): 0.3040 / 0.2559 Ha
Relative energy (zero: lowest compared OMol25 entry of this formula, charge and spin): 2.588 eV

This record from OMol25 describes one molecule with the formula C3H6FN in a non-equilibrium geometry. The level of theory is wB97M-V/def2-TZVPD.

Geometry as XYZ:
```
11
Properties=species:S:1:pos:R:3:forces:R:3
C 0.553011 0.468891 -0.764305 -0.479 -0.038 -0.043
C 1.216333 0.741209 0.515866 -0.346 -0.169 -0.055
C -0.860521 -0.021607 -0.356006 1.007 0.700 0.173
N -1.124670 -1.270210 0.104401 -0.312 -0.430 0.119
F -1.676495 0.902194 0.203560 0.041 -0.193 -0.167
H 0.454008 1.348483 -1.398111 -0.060 -0.063 -0.034
H 1.015146 -0.333944 -1.336944 0.025 0.011 -0.070
H 1.528383 -0.093574 1.121611 0.089 -0.155 0.084
H 0.957923 1.637082 1.053892 -0.010 0.200 0.044
H -0.479512 -2.002139 -0.143734 -0.076 0.095 0.002
H -1.583604 -1.376380 0.999773 0.119 0.040 -0.053
```
Forces are in eV/Å.

## Properties
Lowest unoccupied orbital energy (spin up / spin down): 0.49 / 0.84 eV
Multiplicity: 1
HOMO level (spin up / spin down): -6.53 / -7.68 eV
Kohn-Sham gap (spin up / spin down): 0.2580 / 0.3132 Ha
Relative energy (zero: lowest compared OMol25 entry of this formula, charge and spin): 2.232 eV

This record from OMol25 describes a 2-piece molecular cluster, C3H6FN overall in a non-equilibrium geometry. The level of theory is wB97M-V/def2-TZVPD.

Geometry as XYZ:
```
11
Properties=species:S:1:pos:R:3:forces:R:3
H -0.800912 0.259995 0.157803 -0.441 -0.010 1.699
N -1.123818 0.495515 1.137335 -0.711 1.140 -1.826
C -0.702626 -0.216059 2.027673 1.303 -1.001 2.270
F 0.125514 -1.289144 1.766247 -0.252 0.111 0.388
H -0.797070 -0.081335 3.171009 -0.100 -0.274 -2.051
C 1.059932 -0.292353 -1.221947 0.701 0.610 0.442
C 0.085921 0.463570 -1.695330 0.347 1.879 1.479
H 1.873983 0.338472 -0.717954 -0.895 -1.844 -0.644
H 0.983781 -1.384135 -1.237530 0.683 0.413 -0.021
H -0.873373 0.196398 -2.067494 -0.401 -0.588 -0.612
H 0.168668 1.509075 -1.319812 -0.234 -0.436 -1.124
```
Forces are in eV/Å.

## Properties
Lowest unoccupied orbital energy: 1.17 eV
Multiplicity: 1
HOMO level: -10.31 eV
Kohn-Sham gap: 0.4218 Ha
Relative energy (zero: lowest compared OMol25 entry of this formula, charge and spin): 0.998 eV

This record from OMol25 describes one molecule with the formula C3H6FN3 in a non-equilibrium geometry. The level of theory is wB97M-V/def2-TZVPD.

Geometry as XYZ:
```
13
Properties=species:S:1:pos:R:3:forces:R:3
H -1.934213 1.080303 0.234393 -0.159 -3.871 -0.012
N -2.160731 -0.007239 0.169521 -0.396 0.640 -1.082
C -1.359906 -0.942939 -0.182455 -2.041 -0.174 0.149
N 0.003606 -0.920413 -0.149844 2.215 -5.693 -1.579
C 0.944326 -0.001344 -0.092095 3.936 -1.771 2.358
C 0.366808 1.200693 0.359435 1.630 6.619 1.098
F -0.407321 1.614077 -0.694434 -0.901 1.085 -1.569
N 2.228790 -0.262256 -0.044431 -0.864 -0.184 -1.741
H 2.553069 -1.206208 -0.481944 -1.263 1.829 1.203
H -1.686544 -2.046491 -0.584862 0.173 2.797 1.437
H 0.594247 -1.826300 -0.173785 -2.435 1.207 -0.361
H -0.315033 1.274795 1.253944 1.271 -0.881 -0.542
H 1.172905 2.043316 0.386552 -1.168 -1.604 0.640
```
Forces are in eV/Å.

## Properties
Lowest unoccupied orbital energy: 0.53 eV
Multiplicity: 1
HOMO level: -9.36 eV
Kohn-Sham gap: 0.3635 Ha
Relative energy (zero: lowest compared OMol25 entry of this formula, charge and spin): 2.678 eV

This record from OMol25 describes one molecule with the formula C3H6FN3 in a non-equilibrium geometry. The level of theory is wB97M-V/def2-TZVPD.

Geometry as XYZ:
```
13
Properties=species:S:1:pos:R:3:forces:R:3
N -2.480672 1.103102 0.125228 0.980 2.524 5.060
N -2.346330 -0.189496 0.041050 1.043 -3.756 -2.411
C -1.199127 -0.844488 -0.071262 3.243 -2.269 -1.107
N -0.134032 -0.181086 -0.275383 0.249 2.606 -0.088
C 1.096387 -0.734388 -0.105545 0.313 -0.853 1.229
C 2.306589 -0.300570 0.324618 -1.318 2.528 -3.477
F 2.826571 0.979011 -0.086476 -1.170 -1.661 1.521
H -2.377615 1.509305 -0.704324 -0.003 1.893 -4.678
H -1.596480 1.408022 0.573132 -0.582 0.430 0.267
H -2.908572 -0.740913 0.532827 -3.924 -2.104 2.262
H -1.094324 -2.072920 -0.060581 -1.049 2.901 0.440
H 0.950051 -1.795797 -0.108313 0.861 -1.193 0.521
H 3.091945 -0.969756 0.422404 1.358 -1.046 0.462
```
Forces are in eV/Å.

## Properties
Lowest unoccupied orbital energy: 0.77 eV
Multiplicity: 1
HOMO level: -8.50 eV
Kohn-Sham gap: 0.3407 Ha
Relative energy (zero: lowest compared OMol25 entry of this formula, charge and spin): 3.475 eV

This record from OMol25 describes one molecule with the formula C3H6FNS in a non-equilibrium geometry. The level of theory is wB97M-V/def2-TZVPD.

Geometry as XYZ:
```
12
Properties=species:S:1:pos:R:3:forces:R:3
C 1.322410 -0.965745 -0.172741 3.359 -1.701 0.268
C -0.073201 -0.338246 -0.215170 -0.341 -1.852 1.474
C -0.052504 1.095377 0.279682 -0.506 -1.077 0.739
F -0.932334 1.944033 -0.401080 1.053 -0.195 0.649
N -1.112470 -1.084809 -0.220950 1.287 0.571 -0.538
S -2.654672 -0.548681 -0.010938 -1.297 2.393 -0.741
H 1.841856 -0.647090 -1.135526 -0.247 -0.039 1.396
H 1.902437 -0.535190 0.775402 -1.085 -0.612 -2.164
H 1.731440 -2.222597 -0.121988 -2.489 3.631 -0.110
H -0.238810 1.018305 1.398039 -0.684 0.351 -1.190
H 0.970969 1.386628 0.269458 0.656 1.185 -0.719
H -2.705120 0.898012 -0.444188 0.295 -2.654 0.934
```
Forces are in eV/Å.

## Properties
Lowest unoccupied orbital energy: 0.51 eV
Multiplicity: 1
HOMO level: -8.72 eV
Kohn-Sham gap: 0.3393 Ha
Relative energy (zero: lowest compared OMol25 entry of this formula, charge and spin): 3.058 eV

This record from OMol25 describes one molecule with the formula C3H6FNS2 in a non-equilibrium geometry. The level of theory is wB97M-V/def2-TZVPD.

Geometry as XYZ:
```
13
Properties=species:S:1:pos:R:3:forces:R:3
F -2.286486 -0.328542 1.255849 -0.344 -1.202 -2.060
C -2.384422 -0.807589 -0.129060 -0.790 1.081 1.452
C -1.458223 -0.048341 -1.001655 -1.200 2.674 -1.197
C -0.081504 0.252258 -0.390383 -0.692 -5.263 -2.919
S 0.282139 1.635060 0.085610 1.137 5.904 2.176
N 0.872807 -0.759618 -0.468707 -0.309 -3.416 0.298
S 2.499774 -0.602616 0.167395 -2.150 -0.323 1.296
H -2.111902 -1.866835 -0.242427 -0.374 0.135 0.987
H -3.416274 -0.601998 -0.511077 0.666 -0.523 0.759
H -1.914454 0.985242 -1.391155 1.024 -2.012 1.483
H -1.624504 -0.634998 -1.901978 1.382 -0.307 -0.568
H 0.547834 -1.809518 -0.394470 0.632 2.988 -0.474
H 2.022298 -0.694765 1.497921 1.018 0.265 -1.233
```
Forces are in eV/Å.

## Properties
Lowest unoccupied orbital energy: 0.35 eV
Multiplicity: 1
HOMO level: -8.47 eV
Kohn-Sham gap: 0.3243 Ha
Relative energy (zero: lowest compared OMol25 entry of this formula, charge and spin): 1.275 eV

no.,M (Da)
1,174.15
2,112.14
3,129.08
4,75.09
5,75.09
6,75.09
7,103.10
8,103.10
9,107.15
10,139.22